Record 1
Below is the molecule C6H7NO in a non-equilibrium geometry, with properties calculated with ωB97M-V/def2-TZVPD.

Last column: Löwdin charge in e.
Geometry (Å):
C (0.3774, 1.6279, 0.1485)  -0.075
C (-0.9556, 1.5980, 0.0266)  -0.064
C (-0.2222, -0.7523, 0.5181)  -0.027
C (2.1219, -0.3075, -0.5937)  -0.109
C (1.0166, 0.2438, 0.1262)  -0.414
C (-2.4950, -0.3571, 0.0129)  0.080
N (-1.3174, 0.1302, 0.1900)  -0.186
O (2.1879, -0.0858, 0.7676)  0.025
H (0.9915, 2.4844, -0.0073)  0.080
H (-0.3700, -1.5584, -0.1382)  0.105
H (-0.0163, -0.9080, 1.6078)  0.157
H (2.0862, -1.2726, -0.8831)  0.083
H (2.5437, 0.3488, -1.3200)  0.119
H (-3.2308, 0.2653, -0.5683)  0.110
H (-2.7178, -1.4567, 0.1129)  0.116

Atoms 1-6, force components in eV/Å:
0.4 -2.4 -0.9
-1.1 0.0 0.2
2.5 2.9 0.7
-0.3 2.2 -1.4
-3.7 -0.8 1.2
-0.3 0.1 -1.8

Properties
Orbital gap: 0.27852 Eh
E_LUMO: -0.32 eV
DFT total energy: -9867.3064 eV

---

Record 2
Below is C6H7NO as an isolated structure in a non-equilibrium geometry, with properties calculated with ωB97M-V/def2-TZVPD.

Last column: Löwdin charge in e.
Geometry (Å):
C (0.5185, -0.5966, -0.8766)  -0.297
C (0.7567, -0.4356, 1.4175)  -0.025
C (-0.0869, 0.4403, 1.1318)  -0.307
C (-1.0786, 1.5103, 1.2387)  -0.086
C (-1.6489, 1.0995, -0.2969)  -0.055
C (-0.4347, 0.1885, -0.1671)  -0.226
H (0.2437, -0.7757, -3.0280)  0.108
H (1.1194, -2.0277, -1.9374)  0.162
H (1.5243, -0.7762, 2.2007)  0.145
H (-1.9416, 1.4237, 2.1302)  0.155
H (-0.5203, 2.5068, 1.2591)  0.123
H (-2.6836, 0.6146, -0.3796)  0.117
H (-1.2944, 1.9607, -0.9801)  0.115
N (0.8513, -0.9627, -2.1983)  0.090
O (1.1796, -1.1783, 0.1799)  -0.018

Atoms 1-6, force components in eV/Å:
-3.3 1.5 2.6
7.6 -5.9 2.1
-3.3 1.6 -0.2
-3.4 1.6 1.8
2.3 1.6 0.8
0.0 -0.8 -6.5

Properties
Orbital gap: 0.30297 Eh
E_LUMO: 0.86 eV
DFT total energy: -9867.9127 eV

---

Record 3
Below is C6H7NO as an isolated structure in a non-equilibrium geometry, with properties calculated with ωB97M-V/def2-TZVPD.

Last column: Löwdin charge in e.
Geometry (Å):
C (-0.6462, 2.2013, -1.2056)  -0.042
C (-0.4973, 0.9245, -0.4925)  -0.168
C (-0.3344, -0.7205, 0.9286)  -0.374
C (0.5860, -1.7289, 1.1213)  -0.131
C (1.1971, -1.3914, -0.1980)  -0.097
C (0.2327, -0.2281, -0.2895)  -0.045
H (-0.4714, 2.9691, -0.5312)  0.045
H (-1.8137, 2.3260, -1.1937)  0.125
H (-0.0512, 2.1990, -2.2363)  0.136
H (-0.1118, -2.6565, 1.2377)  0.164
H (1.2626, -1.7106, 2.0476)  0.155
H (2.1219, -1.0589, -0.3641)  0.065
H (1.2398, -2.1170, -1.0328)  0.130
N (-1.2958, -0.0634, 1.5214)  0.131
O (-1.4183, 1.0553, 0.6871)  -0.094

Atoms 1-6, force components in eV/Å:
-1.7 -1.6 -2.9
-0.2 -0.9 3.0
-2.8 4.7 0.7
1.1 -5.9 3.8
-1.5 -1.2 -3.1
-3.1 2.0 0.4

Properties
Orbital gap: 0.36279 Eh
E_LUMO: 0.82 eV
DFT total energy: -9867.7267 eV

---

Record 4
Below is C6H7NO as an isolated structure in a non-equilibrium geometry, with properties calculated with ωB97M-V/def2-TZVPD.

Last column: Löwdin charge in e.
Geometry (Å):
C (1.1221, -0.6364, 0.0725)  -0.386
C (0.4371, 0.1616, -1.0298)  -0.143
C (0.5993, 1.2507, -0.0048)  -0.092
C (0.3579, 0.1733, 1.1128)  -0.062
C (-1.1086, -0.2112, 0.7242)  -0.204
C (-0.9910, -0.2135, -0.7677)  -0.230
H (0.7937, 0.2551, -2.0864)  0.167
H (-0.0491, 2.0837, 0.0030)  0.117
H (1.6273, 1.4918, -0.0922)  0.114
H (0.8391, 0.2808, 2.0851)  0.145
H (-1.9359, 0.0549, 1.3635)  0.137
H (-0.6705, -2.1499, 0.0095)  0.107
H (-1.8199, 0.1732, -1.3635)  0.147
N (-1.3050, -1.3821, -0.0314)  0.060
O (2.1033, -1.3320, 0.0051)  0.123

Atoms 1-6, force components in eV/Å:
1.4 -0.8 -1.2
-0.7 -0.6 -0.9
1.2 0.4 0.6
0.5 -0.3 -1.1
1.0 0.3 1.3
-1.9 0.5 -0.5

Properties
Orbital gap: 0.38677 Eh
E_LUMO: 1.02 eV
DFT total energy: -9869.8396 eV

---

Record 5
Below is the molecule C6H7NO2 in a non-equilibrium geometry, with properties calculated with ωB97M-V/def2-TZVPD.

Last column: Löwdin charge in e.
Geometry (Å):
C (-2.9568, -0.3130, -0.3891)  0.022
C (-1.5351, -0.5432, 0.2018)  -0.186
C (-0.6787, 0.5968, 0.2424)  -0.388
C (1.1799, -0.8909, 0.2028)  -0.169
C (0.3045, -2.1521, -0.0473)  -0.126
C (-1.0885, 2.0394, 0.1310)  -0.043
N (0.5739, 0.4307, 0.5013)  0.073
O (-4.0527, 0.0756, -0.3921)  0.168
O (-1.0750, -1.8118, 0.1740)  -0.077
H (1.9356, -1.1407, 0.9166)  0.092
H (1.6776, -0.6446, -0.7491)  0.115
H (0.3895, -2.5655, -1.0150)  0.096
H (0.6201, -2.9520, 0.7251)  0.144
H (-1.6611, 2.4182, 1.0366)  0.101
H (-1.6986, 2.3375, -0.7290)  0.069
H (-0.0320, 2.4872, -0.0412)  0.109

Atoms 1-6, force components in eV/Å:
3.4 0.4 1.6
-4.2 0.0 -2.2
0.9 0.1 0.3
-0.2 0.4 -1.3
0.2 1.0 2.7
0.8 1.1 0.5

Properties
SMILES: CC1=NCCOC1=C=O
Orbital gap (spin up / spin down): 0.29191 / 0.29186 Eh
E_LUMO (spin up / spin down): 0.06 / 0.06 eV
DFT total energy: -11916.7718 eV

---

Record 6
Below is the molecule C6H7NO2 in a non-equilibrium geometry, with properties calculated with ωB97M-V/def2-TZVPD.

Last column: Löwdin charge in e.
Geometry (Å):
C (2.9918, 0.0856, -0.1969)  -0.007
C (1.6356, -0.3515, 0.2944)  -0.558
C (-0.7534, 0.1083, -0.1533)  -0.365
C (-1.7543, 0.8714, 0.4642)  -0.037
C (-2.9668, 0.1454, 0.4036)  -0.048
C (-2.5065, -1.0652, -0.1776)  -0.149
H (3.9611, -0.6275, 0.1298)  0.162
H (3.2470, 1.0614, -0.0539)  0.034
H (3.0844, -0.0362, -1.2143)  0.038
H (0.7792, 1.2449, -0.9089)  0.184
H (-1.6087, 1.9166, 0.9757)  0.144
H (-3.7883, 0.4746, 0.9666)  0.082
H (-3.1231, -1.9638, -0.7323)  0.175
N (0.6212, 0.3834, -0.3012)  0.126
O (1.4334, -1.2349, 1.0192)  0.139
O (-1.2525, -1.0125, -0.5150)  0.080

Atoms 1-6, force components in eV/Å:
2.8 -4.2 1.7
1.1 3.0 -2.7
0.3 4.1 2.7
1.7 2.2 0.6
3.3 -2.0 -0.9
-5.8 -1.4 -1.0

Properties
SMILES: CC(=O)Nc1ccco1
Orbital gap: 0.33549 Eh
E_LUMO: 0.76 eV
DFT total energy: -11918.3342 eV